{"formula": "C10H7NO", "method": "ωB97M-V/def2-TZVPD", "smiles": "O=Cc1ccc2ccccc2n1", "e_homo_ev": -9.05, "e_lumo_ev": -0.5900, "relative_energy_kcal_mol": 18.5, "species": ["N", "C", "H", "H", "H", "H", "C", "H", "H", "C", "O", "C", "C", "C", "C", "C", "C", "C", "H"], "coordinates": [[1.186789, -0.920476, -0.123030], [1.643325, 1.457078, 0.087790], [2.403938, 2.290124, 0.276544], [-0.519164, -2.683538, 0.064829], [4.226904, 0.451845, 0.371453], [-2.973836, -2.395256, 0.033499], [-0.986236, -1.758591, 0.015144], [0.065728, 2.803672, -0.140686], [-3.897355, -0.078142, -0.058207], [-2.081561, 0.833182, -0.075829], [3.758997, -1.503957, -0.138313], [-2.361264, -1.573076, 0.035182], [-0.162385, -0.649756, 0.002119], [-2.895861, -0.223174, -0.011564], [3.449728, -0.322988, 0.016394], [2.039211, 0.111805, 0.006669], [0.289933, 1.760947, -0.153746], [-0.629012, 0.642201, -0.041873], [-2.557882, 1.758093, -0.166368]], "forces_ev_per_a": [[0.0386, 1.6063, 0.9115], [-0.4523, 1.5451, -0.5219], [-1.1108, -1.3564, -0.5165], [0.5941, -1.6654, -0.0759], [-0.7957, -0.7558, -0.7371], [-1.5642, -1.7513, 0.0858], [-3.3100, 0.9091, 0.3758], [-0.8814, 0.3560, -0.2144], [-2.9720, 0.2838, -0.0380], [2.2300, -0.7382, 0.1573], [-0.1079, 2.5404, 0.0019], [2.4128, 2.3704, -0.1403], [3.1498, -0.0155, -0.8144], [2.6342, -2.6622, 0.0238], [1.7137, -1.8148, 1.0477], [-1.4599, -1.5711, -0.5110], [1.8177, -2.2177, 1.8958], [-1.8466, 3.2751, -0.8635], [-0.0902, 1.6621, -0.0666]], "mulliken_charge": [-0.451, -0.579, 0.270, 0.562, 0.237, 0.460, -0.458, 0.398, 0.509, -0.670, -0.463, -0.545, 0.218, -0.655, -0.165, 0.799, -0.676, 0.787, 0.422]}